Record 1
The following is a DFT calculation (ωB97M-V/def2-TZVPD) of C42H48BCsF5N12O4 as an isolated structure at a distorted geometry.

Geometry as XYZ:
```
113
Properties=species:S:1:pos:R:3:forces:R:3:mulliken_charge:R:1
Cs -0.638840 0.504911 0.680050 -0.367 -0.084 -0.086 1.16
F 0.177565 2.807932 -7.679672 0.575 -0.202 1.286 -0.27
F 0.022107 3.529530 -5.070204 -0.158 0.710 0.424 -0.33
F 2.082174 3.338303 -6.784489 0.469 0.668 0.046 -0.23
F -0.499595 1.474438 -5.289778 -0.147 -0.698 -0.050 -0.31
F 1.655314 1.284098 -7.252033 -0.435 0.383 0.514 -0.26
O 1.260132 2.610934 -0.279632 -2.060 -1.558 2.144 -0.33
O -2.538126 2.579749 2.435938 1.206 -0.902 0.871 -0.19
O 2.423925 -0.478623 0.854859 -0.624 -0.137 -0.177 -0.40
O -3.121482 3.179457 1.245266 -1.633 -0.890 0.568 -0.31
N -3.221032 -0.809410 -0.882682 0.582 1.291 0.653 -1.10
N -4.006620 0.591202 3.085259 0.752 -0.260 -0.745 -0.94
N -3.758295 -1.685249 -0.014486 0.560 -0.833 -1.099 1.68
N -5.779227 -3.289619 1.840474 1.213 -0.531 0.350 -1.22
N 4.086903 -0.275988 3.440161 -0.733 0.675 0.057 -0.06
N -5.644410 -2.016855 1.425022 0.010 0.320 0.977 0.74
N 1.560905 2.071490 -4.355535 -0.270 0.339 1.261 0.64
N -2.013706 -2.060248 2.142442 0.111 -0.440 -0.485 -0.58
N 0.928532 -1.402360 -1.781222 0.773 -1.525 -0.267 0.18
N -3.348096 -2.145931 2.397983 1.532 0.727 -0.059 0.38
N -4.169061 0.139840 1.793938 -0.112 0.409 -0.447 0.96
N 2.796968 3.749095 2.210481 -1.043 -2.340 4.326 0.01
C 3.032099 4.070670 -2.975769 -0.522 0.597 -0.382 -0.57
C 2.528182 2.289642 2.290825 1.153 0.708 -1.442 -0.35
C -2.773686 -1.465981 -1.920402 0.047 0.294 -1.678 0.70
C 1.125856 2.442412 -6.763113 -0.719 -1.179 -0.999 0.53
C 3.346938 -3.682888 -0.533036 -0.218 0.922 1.364 -0.28
C -4.316003 1.053802 0.880561 -0.626 -0.055 -0.367 -0.64
C 3.790244 5.119697 -0.978385 -0.883 -0.515 -0.992 -0.93
C 2.979770 -1.579259 0.714255 0.274 0.162 0.235 0.53
C -6.909667 -3.737966 1.361103 -0.812 -1.804 0.284 0.65
C 1.197553 -2.367661 -0.984211 1.430 1.022 -0.065 -1.14
C 0.559759 2.319787 -5.280668 0.372 0.257 -1.589 1.12
C -7.389890 -5.188818 1.603707 0.592 0.836 -0.374 -1.21
C -4.339966 2.747695 4.094301 -0.123 -0.198 2.022 -1.40
C 4.570183 -3.923242 0.185172 0.373 1.045 0.007 0.79
C 5.353705 -5.130393 -0.161664 0.585 -0.194 0.068 -1.66
C 4.143327 -1.899635 1.542737 0.340 -1.289 -1.479 0.70
C 2.737079 0.185154 3.715534 -0.600 0.468 -1.843 0.24
C -4.345931 2.382385 1.529484 0.644 1.117 -0.634 0.27
C 4.372727 6.173108 -3.196528 -0.631 -0.891 -1.219 -1.55
C -6.711040 -1.636637 0.720031 -0.946 -0.998 -0.114 0.06
C -1.394016 -2.446427 3.245188 0.965 0.617 -0.437 0.54
C 4.995260 -3.023273 1.107808 -0.093 0.172 1.284 -1.25
C 4.599724 -1.175254 2.606275 0.622 0.186 0.558 -0.43
C 3.100496 4.468290 1.211069 0.402 1.419 -2.522 -0.68
C 2.996384 4.220975 -0.172221 0.697 0.639 0.273 0.40
C -3.685250 -2.930745 -0.575437 0.220 -0.568 0.668 -0.28
C -2.111257 -0.776719 -3.101022 1.320 -0.695 0.614 -0.86
C 2.005632 -0.581757 -2.364213 -1.681 1.264 0.638 0.33
C -2.309520 -2.616977 4.297538 0.906 -0.814 1.114 -1.51
C 2.610663 1.714756 3.693166 -0.458 0.485 -0.634 -1.36
C 2.073582 3.305656 -0.829744 1.508 1.130 0.082 -0.12
C 2.122575 3.267215 -2.257868 0.471 -0.095 -3.504 2.04
C -3.044327 -2.827785 -1.792940 -0.399 -1.389 -0.289 -1.38
C -3.509125 -2.442869 3.689986 -1.788 -0.311 -0.352 -0.16
C 1.245006 2.432735 -2.987228 0.687 -0.135 0.973 -2.95
C -3.866284 1.986627 2.926889 -0.836 0.055 -1.065 0.26
C -7.565186 -2.745198 0.661038 0.210 1.737 -0.382 -1.44
C 2.420455 0.889729 -4.422621 0.337 -0.111 -0.040 -1.24
C 0.117422 -2.645306 3.116306 -0.891 -0.763 1.555 -0.65
C 3.785725 5.085522 -2.360352 -0.196 -0.378 1.243 0.26
C 1.840287 -0.415689 -3.898319 0.174 -0.801 0.475 -0.78
C 2.571462 -2.578613 -0.298719 -0.735 -0.416 -0.555 0.06
B -4.238858 -1.405199 1.417608 -0.126 -0.614 0.268 0.20
H -3.786116 2.348274 5.016284 -1.057 0.533 -1.111 0.28
H -5.460786 2.657902 4.210403 1.303 -0.072 0.028 0.27
H -1.133280 -1.328016 -3.254857 -0.984 0.848 0.063 -0.07
H 4.315433 5.888948 -0.469918 0.516 0.638 0.377 0.40
H 0.409306 -3.073440 -0.718676 -0.146 0.272 0.167 0.41
H -8.530778 -2.773563 0.226023 -0.581 -0.079 -0.400 0.45
H 5.995990 -5.410916 0.672472 0.030 -0.137 -0.062 0.38
H -6.788577 -0.651578 0.310350 -0.061 0.257 -0.183 0.54
H -6.540529 -5.878053 1.666024 -0.016 0.250 -0.133 0.33
H 1.842149 0.386734 -1.863125 0.270 -0.111 -0.304 -0.26
H 0.291899 -3.687915 2.721037 0.150 1.224 0.259 0.24
H -2.109864 -2.890655 5.350656 -0.208 0.122 -0.983 0.36
H 4.727568 0.175282 4.057325 0.648 -0.134 0.234 0.29
H -1.890008 0.277482 -2.873632 -0.050 -0.339 -0.055 0.18
H 2.417397 -1.231838 -4.354252 -0.131 0.092 -0.057 0.39
H -4.072956 3.790421 3.982052 -0.054 0.306 -0.004 0.40
H 3.052227 -4.486483 -1.177634 -0.421 -0.043 -0.575 0.46
H 3.502342 5.421000 1.555572 0.098 0.105 -0.574 0.41
H 4.668401 -5.937810 -0.365739 -0.065 -0.495 -0.102 0.40
H 5.992240 -4.988535 -1.038770 -0.111 0.001 -0.007 0.30
H 0.570738 1.812463 -2.386337 -0.149 0.328 -0.654 1.01
H 0.802646 -0.580504 -4.221980 0.221 0.281 0.247 -0.03
H 3.443037 2.147866 4.254226 0.059 0.047 0.071 0.54
H 5.938252 -3.194898 1.708640 -1.089 0.095 -0.866 0.18
H -7.879137 -5.247661 2.572568 -0.364 -0.058 -0.053 0.26
H 3.261646 1.894092 1.564176 -0.385 -0.473 0.475 0.33
H 2.812022 0.739686 -5.412330 -0.296 0.079 -0.646 0.74
H 4.686374 7.005936 -2.610428 0.725 0.467 0.359 0.38
H 5.131572 5.751284 -3.887317 -0.145 0.627 0.446 0.30
H 0.599672 -2.553046 4.136278 -0.307 -0.097 -1.195 0.27
H 3.537270 6.543090 -3.815995 0.430 0.002 -0.027 0.37
H 0.457829 -1.861419 2.448153 0.499 -0.230 -0.202 -0.10
H 2.033832 -0.317496 3.036111 0.331 0.382 0.167 -0.43
H 5.630918 -1.373727 2.894112 -0.012 -0.140 -0.125 0.38
H -4.429610 0.821140 -0.173584 -0.070 0.001 0.416 0.58
H -8.048226 -5.538569 0.782099 0.247 0.329 0.619 0.32
H -5.248683 2.994442 1.403529 0.171 -0.195 -0.224 0.31
H -4.525741 -2.644695 3.945774 -0.286 0.169 0.842 0.58
H -3.973620 -3.849375 -0.041835 -0.100 0.828 -0.218 0.49
H 3.326582 1.152935 -3.882368 0.034 0.046 0.457 0.39
H 2.876112 4.158538 3.145768 0.040 0.089 -0.717 0.35
H 2.453196 -0.050366 4.692134 -0.165 -1.015 1.689 0.44
H 1.666038 2.020187 4.186309 0.534 -0.354 0.133 0.37
H 3.017962 -0.842406 -2.117382 0.547 -0.634 0.183 0.35
H -2.646358 -0.820307 -4.046194 -0.374 -0.078 0.117 0.41
H -2.888011 -3.655908 -2.524878 -0.012 0.971 0.847 0.36
H 2.961077 4.101205 -4.079273 0.079 -0.318 0.702 0.39
H 1.562387 2.151996 1.860127 -0.544 -0.427 -0.255 0.19
```
Forces are in eV/Å.

Results
LUMO (spin up / spin down): -0.84 / -0.84 eV
largest force on an atom: 0.0978 hartree/bohr
2S+1: 2
ΔE to the lowest compared entry with this formula, charge and spin: 34.6 kcal/mol
E_HOMO (spin up / spin down): -6.88 / -7.24 eV
calculated total energy: -85210.8288 eV
Kohn-Sham gap (spin up / spin down): 0.2222 / 0.2355 Ha

***

Record 2
The following is a DFT calculation (ωB97M-V/def2-TZVPD) of C42H48F3IrN8P2Se2 as an isolated structure at a distorted geometry.

Geometry as XYZ:
```
106
Properties=species:S:1:pos:R:3:forces:R:3:mulliken_charge:R:1
Ir 1.923643 1.630769 -0.167211 5.131 0.078 0.335 5.47
Se 2.731594 -1.090139 -0.508390 -0.547 -0.128 -0.168 -0.39
Se -2.087166 -4.621750 -1.119719 -0.094 0.022 0.045 0.15
P 0.992270 -2.276394 -0.053274 0.124 0.051 -0.047 1.06
P -2.893765 -2.637527 -0.648137 -0.098 -0.163 0.047 1.51
F -5.165529 4.159163 0.825125 -0.090 -0.109 0.046 -0.23
F -4.665758 5.614003 -0.693601 -0.045 0.066 -0.156 -0.27
F -4.155344 5.987349 1.372716 0.024 0.117 0.126 -0.24
N 2.381226 3.700094 0.211979 -1.311 -0.213 -0.160 -0.91
N 4.206700 1.391542 -0.191192 -1.665 -0.274 -0.064 -0.72
N -2.198028 -0.105355 -0.941498 -0.003 -0.106 -0.054 -0.85
N -0.430540 3.098749 -0.029566 -0.419 0.193 0.080 -0.06
N 2.014639 1.556719 1.967630 -0.186 0.084 -0.343 -0.77
N -0.086649 0.183028 -0.536207 -0.601 0.492 -0.064 0.75
N -1.237824 0.769470 -0.843647 -0.076 -0.284 -0.116 -0.33
N 2.291994 1.934645 -2.236923 -0.213 -0.078 0.318 -0.71
C 3.191804 0.790791 2.462786 -0.110 -0.338 0.059 -0.67
C 0.927640 -2.801944 1.659363 -0.031 0.088 -0.006 0.22
C 0.934738 -5.885910 -2.826440 0.000 -0.003 -0.028 -0.54
C 3.074520 4.392794 -2.165877 0.036 0.130 -0.016 -1.18
C -5.074375 -2.433790 3.356496 0.004 0.003 -0.003 -0.56
C -5.434048 -2.503175 -1.699140 0.032 -0.037 0.041 -0.48
C -2.303202 4.265446 -0.989609 -0.030 -0.041 0.048 -1.28
C 4.678256 1.752104 -1.547606 0.287 0.350 -0.078 -0.69
C 0.822539 -3.507660 -2.508776 0.057 0.029 -0.122 -0.43
C 3.634388 1.406146 -2.584480 0.018 -0.220 -0.187 -1.09
C -4.579766 -3.653919 2.918539 -0.024 0.016 0.027 -0.72
C 5.076851 1.839255 0.916873 -0.069 0.429 0.005 -1.16
C -3.708773 -2.583079 0.952276 0.014 0.035 -0.071 0.08
C -3.606917 -2.182809 -3.268663 0.036 -0.004 0.018 -0.50
C -4.206382 -1.352035 1.391819 0.023 0.023 -0.009 -0.46
C 0.836603 -4.600366 -3.354239 -0.006 0.040 0.022 -0.72
C -1.086755 3.609709 -1.075552 -0.013 0.074 0.017 -0.14
C -1.672125 -1.328082 -0.695346 -0.313 0.169 -0.204 0.20
C 2.724312 3.914885 1.645415 0.267 0.024 -0.005 -0.94
C 2.045633 -3.478454 3.677530 -0.010 0.000 0.039 -0.87
C 4.562325 1.428034 2.305898 0.253 -0.015 0.186 -0.93
C -2.298127 3.758770 1.335493 -0.031 -0.019 -0.032 -1.62
C -6.337832 -2.384202 -2.741833 -0.014 0.015 -0.073 -0.89
C 2.106004 -3.003250 2.376729 0.069 -0.071 -0.066 -0.50
C -5.881166 -2.163642 -4.034089 -0.030 -0.002 0.034 -0.50
C -4.518316 -2.063329 -4.298582 -0.018 0.002 0.002 -0.72
C -3.898648 -3.734053 1.713087 -0.007 -0.061 -0.067 -0.29
C -0.305255 -3.068560 2.252468 -0.092 0.043 0.018 0.12
C 2.001817 2.932895 2.536764 -0.186 0.066 0.066 -0.86
C -4.890555 -1.285756 2.593068 -0.001 -0.012 0.016 -0.77
C 0.906521 -3.701952 -1.129387 0.098 0.066 0.089 0.17
C 3.277681 4.517781 -0.648880 0.189 -0.150 0.061 -1.03
C -0.320567 -1.147404 -0.450351 0.072 -0.217 0.335 -0.94
C -0.360046 -3.534369 3.556011 0.030 0.008 0.013 -0.57
C 1.027466 -6.079739 -1.457293 0.021 -0.059 -0.010 -0.83
C 0.815207 -3.741214 4.267331 0.002 0.000 -0.017 -0.66
C -2.912375 4.360954 0.247867 0.136 -0.073 -0.040 0.38
C -4.069129 -2.395233 -1.966315 -0.058 0.050 0.060 0.75
C -1.077835 3.144582 1.140383 -0.037 -0.090 0.016 -0.25
C 1.021514 -4.987206 -0.600811 -0.009 -0.077 0.121 -0.19
C -4.247471 5.048203 0.432067 0.051 -0.046 -0.005 0.72
C 2.120344 3.337413 -2.693745 -0.295 0.069 -0.109 -0.18
H 0.772140 -4.110553 5.283237 0.007 -0.003 -0.001 0.44
H 1.114805 -7.079328 -1.053625 -0.004 0.001 0.004 0.48
H 3.067255 -2.812638 1.913260 -0.016 0.000 0.001 0.63
H 5.198141 2.919481 0.837932 0.010 -0.121 0.010 0.51
H -5.790005 -2.678903 -0.691957 0.012 0.008 -0.009 0.40
H -2.761004 3.753363 2.313059 -0.010 0.018 -0.002 0.55
H 3.154459 5.560532 -0.350267 -0.045 -0.022 0.041 0.76
H 3.155602 -0.182569 1.975111 0.008 0.044 0.038 0.01
H -2.544322 -2.110999 -3.468639 0.004 0.001 0.006 0.31
H 4.297247 4.252556 -0.372117 -0.064 0.047 -0.054 0.44
H -7.397845 -2.466244 -2.545578 -0.001 0.005 -0.003 0.43
H 1.110163 3.628667 -2.435759 -0.104 -0.051 0.007 -0.47
H -4.073956 -0.460505 0.790783 0.007 0.005 -0.015 0.62
H 3.930241 1.790931 -3.562080 0.097 0.014 0.001 0.60
H 2.466574 4.933664 1.941567 -0.028 0.014 -0.055 0.69
H 4.664899 2.276853 2.983365 -0.011 0.022 -0.026 0.32
H 0.945583 -6.738913 -3.491770 0.003 -0.003 -0.001 0.45
H -4.175337 -1.896917 -5.310337 0.009 0.005 0.000 0.43
H 1.102765 -5.139002 0.468730 0.004 0.005 -0.013 0.44
H 6.074229 1.422517 0.763350 -0.041 -0.069 -0.133 0.68
H 5.239344 0.675915 2.714969 0.036 0.026 -0.011 0.46
H 4.932599 2.809761 -1.555911 -0.027 -0.133 0.009 0.37
H 5.597555 1.213489 -1.788240 0.022 -0.050 0.111 0.61
H 3.538129 0.325311 -2.670925 0.049 0.008 -0.017 0.37
H 3.038382 0.630472 3.532186 0.060 -0.035 0.032 0.67
H -0.672016 3.432794 -2.055328 0.117 0.115 -0.036 0.47
H -3.533944 -4.691154 1.362296 0.017 0.010 0.002 0.41
H 1.623819 1.384451 -2.772026 -0.074 -0.044 0.073 0.34
H 3.804731 3.830678 1.743086 -0.160 0.023 0.010 0.34
H 0.973258 3.247467 2.661164 -0.068 0.005 -0.023 0.43
H 0.746681 -2.504927 -2.914075 0.009 -0.005 -0.004 0.35
H 1.200489 1.072425 2.338073 -0.035 -0.052 -0.067 0.23
H -0.638652 2.598486 1.962805 0.068 0.065 0.061 0.52
H 2.187640 3.340941 -3.783644 0.003 0.046 -0.017 0.61
H -6.591262 -2.071129 -4.844935 -0.002 -0.009 0.002 0.43
H -1.319461 -3.733635 4.014823 -0.001 -0.005 -0.007 0.53
H -5.293856 -0.340812 2.931457 0.002 0.000 -0.005 0.46
H 0.771525 -4.460617 -4.424598 -0.004 0.010 -0.001 0.46
H 2.445409 2.925844 3.533963 0.045 0.028 -0.013 0.58
H 2.959430 -3.652513 4.229548 -0.001 0.003 0.003 0.48
H -1.233213 -2.902250 1.719046 0.028 0.017 -0.016 0.08
H 1.432220 4.053490 0.083777 -0.081 0.121 0.034 0.46
H 2.662250 5.330786 -2.540861 0.020 0.010 0.008 0.51
H -5.616383 -2.376772 4.291103 0.000 -0.002 0.000 0.44
H 4.275422 0.375841 -0.142808 -0.109 0.010 0.070 0.34
H 4.048031 4.313363 -2.649750 0.016 -0.035 0.027 0.32
H -2.769114 4.665600 -1.878601 -0.008 0.011 0.005 0.55
H -4.738642 -4.548293 3.505758 0.002 0.000 0.000 0.48
```
Forces are in eV/Å.

Results
LUMO (spin up / spin down): -8.66 / -9.31 eV
largest force on an atom: 0.1000 hartree/bohr
2S+1: 2
ΔE to the lowest compared entry with this formula, charge and spin: 100.3 kcal/mol
E_HOMO (spin up / spin down): -15.54 / -15.60 eV
charge: +3
calculated total energy: -216492.3540 eV
Kohn-Sham gap (spin up / spin down): 0.2528 / 0.2313 Ha

***

Question: Among the records above, which one has the lowest largest force on an atom?
Answer: C42H48BCsF5N12O4

***

Question: Look up the largest force on an atom of the second one.
Answer: 0.1000 hartree/bohr